Entry 1:
C23H65IN27NbO14P | ωB97M-V/def2-TZVPD

```
132
C23H65IN27NbO14P | OMol25 | ωB97M-V/def2-TZVPD
C 5.5317 -0.1359 -2.2881
N 4.4211 -0.9200 -1.7322
C 3.7048 -1.7404 -2.7408
Nb 1.4600 -1.1983 -2.6877
C 0.9216 -3.0749 -3.8184
C -0.5792 -3.2638 -4.1274
O -1.2116 -4.0106 -3.4334
I -1.6583 -2.2390 -5.7049
O 2.0681 0.6786 -1.8208
C 2.3976 1.5331 -2.8303
N 2.7064 2.1196 -3.7790
P 1.4355 -2.4071 -0.3694
N 1.3146 -4.0122 -0.6181
C -0.6863 -0.6011 -2.3262
C -1.7027 -1.3786 -1.6087
C -3.0372 -0.8334 -1.4320
C -3.3917 0.4823 -1.9395
C -2.4107 1.2844 -2.6744
C -1.0924 0.7187 -2.8463
H 5.1906 0.8793 -2.6408
H 6.2369 0.0755 -1.4386
H 6.0351 -0.6466 -3.1497
H 4.6898 -1.4515 -0.9093
H 4.1247 -1.6731 -3.7770
H 3.8053 -2.8264 -2.4349
H 1.5578 -0.3261 -4.2801
H 1.2940 -4.0048 -3.3089
H 1.4724 -3.0279 -4.8029
H 2.6689 -2.1408 0.3374
H 0.2847 -1.9917 0.3680
H 0.4523 -4.3386 -0.1724
H -1.4165 -2.3839 -1.2215
H -3.7981 -1.4423 -0.8980
H -4.4035 0.9038 -1.7745
H -2.6464 2.3022 -3.0629
H -0.3429 1.3405 -3.3941
C 5.7322 4.2518 -4.2171
O 5.6954 3.9989 -3.0238
N 4.7241 3.9051 -5.0516
N 6.7870 4.8957 -4.8078
H 4.7237 4.0907 -6.0364
H 3.9329 3.4280 -4.6298
H 7.5510 5.1629 -4.2144
H 6.8305 5.1073 -5.7862
C 6.5494 -0.5830 1.4435
O 6.1766 -1.6209 0.9126
N 7.7510 -0.4721 2.0773
N 5.8035 0.5496 1.4530
H 8.0721 0.3700 2.5185
H 8.3359 -1.2881 2.0951
H 4.9070 0.5111 0.9969
H 6.0950 1.4137 1.8862
C 6.4805 -0.9168 5.9384
O 6.9813 0.1344 6.3127
N 6.2104 -1.1779 4.6320
N 6.1463 -1.9226 6.8025
H 5.8003 -2.0340 4.3077
H 6.4417 -0.4607 3.9657
H 6.3292 -1.7740 7.7852
H 5.7351 -2.7891 6.5105
C 5.2586 4.0932 1.6937
O 5.1257 3.0251 2.2812
N 4.9478 5.2888 2.2642
N 5.7247 4.1658 0.4224
H 5.0481 6.1699 1.7970
H 4.5959 5.2721 3.2069
H 5.9608 3.2992 -0.0313
H 5.8386 5.0249 -0.0819
C 1.2386 6.1969 3.1728
O 2.2434 6.4916 3.8013
N 1.2845 5.7295 1.8964
N -0.0152 6.3096 3.6971
H 0.4713 5.4808 1.3649
H 2.1929 5.6301 1.4770
H -0.0887 6.6507 4.6383
H -0.8504 6.0715 3.1963
C 4.0712 0.4505 9.1355
O 3.9463 -0.6281 9.6985
N 3.7589 1.6388 9.7336
N 4.5331 0.5478 7.8704
H 3.8576 2.5291 9.2838
H 3.4136 1.6013 10.6751
H 4.7737 -0.3104 7.4073
H 4.6485 1.4157 7.3820
C -6.8796 -0.9928 -3.1922
O -6.3954 0.1192 -3.0329
N -7.2034 -1.4878 -4.4114
N -7.1380 -1.8375 -2.1480
H -7.6051 -2.4018 -4.5536
H -7.0259 -0.8963 -5.2069
H -6.9112 -1.5100 -1.2263
H -7.5317 -2.7534 -2.2597
C -10.0125 -3.9772 -4.6505
O -8.8628 -3.8728 -5.0514
N -10.8767 -4.9103 -5.1420
N -10.5291 -3.1740 -3.6834
H -11.8227 -5.0116 -4.8266
H -10.5304 -5.5225 -5.8589
H -9.9216 -2.4712 -3.2967
H -11.4714 -3.2443 -3.3444
C -6.5170 1.9695 -6.7530
O -6.8875 0.8542 -7.0810
N -5.2945 2.2042 -6.2095
N -7.3008 3.0788 -6.9036
H -4.9741 3.1125 -5.9331
H -4.6893 1.4111 -6.0799
H -8.2118 2.9442 -7.3019
H -7.0135 4.0018 -6.6395
C 5.6119 -3.2674 10.8779
O 6.1249 -2.5835 10.0099
N 6.1125 -4.4872 11.2434
N 4.4994 -2.8809 11.5591
H 5.7054 -5.0645 11.9543
H 6.9338 -4.8073 10.7629
H 4.0994 -1.9855 11.3167
H 4.0677 -3.4331 12.2752
C -2.2907 -3.0818 1.7847
O -3.0444 -2.7255 0.8974
N -1.6327 -4.2754 1.7527
N -2.0366 -2.3170 2.8858
H -1.0064 -4.5851 2.4715
H -1.7933 -4.8652 0.9548
H -2.5019 -1.4291 2.9428
H -1.4177 -2.5936 3.6241
C -12.9126 0.0456 -4.0496
O -13.0004 -0.8925 -3.2743
N -13.2181 1.3245 -3.6912
N -12.5007 -0.1041 -5.3386
H -13.1510 2.1072 -4.3136
H -13.5248 1.4743 -2.7469
H -12.2641 -1.0331 -5.6391
H -12.4212 0.6547 -5.9887
```

HOMO: -4.11 eV
Net charge: -1
Electronic energy: -112750.805 eV
Frontier orbital gap: 5.67 eV
Lowest unoccupied orbital energy: 1.559 eV

Atomic partial charges in e from the Mulliken method, atoms 1 to 8: atom 1 (C): -0.822, atom 2 (N): 0.263, atom 3 (C): -1.069, atom 4 (Nb): -0.921, atom 5 (C): -0.438, atom 6 (C): -0.032, atom 7 (O): -0.457, atom 8 (I): -0.046

***

Entry 2:
C5H8O | ωB97M-V/def2-TZVPD

```
14
C5H8O | OMol25 | ωB97M-V/def2-TZVPD
C 0.6748 0.5587 -1.2980
C 0.8378 -0.2954 -0.0559
C 0.5433 0.1757 1.3335
C -0.4130 -0.7644 0.6626
C -1.6838 -0.2243 0.1102
O -2.4353 -0.8555 -0.5961
H 0.2551 1.5443 -1.0673
H 1.6325 0.7136 -1.8027
H -0.0009 0.0631 -2.0060
H 1.6121 -1.0559 -0.1302
H 0.2080 1.2022 1.4602
H 1.1500 -0.2001 2.1506
H -0.4534 -1.8077 0.9544
H -1.8947 0.8422 0.3393
```

Structure (SMILES): C[C@H]1C[C@H]1C=O
HOMO: -9.81 eV
Electronic energy: -7360.998 eV
Energy relative to the best compared isomer or geometry (same formula, charge and spin): 1.257 eV
Frontier orbital gap: 10.88 eV
Lowest unoccupied orbital energy: 1.073 eV

Atomic partial charges in e from the Mulliken method, atoms 1 to 8: atom 1 (C): -1.347, atom 2 (C): 0.250, atom 3 (C): -0.779, atom 4 (C): 0.053, atom 5 (C): -0.250, atom 6 (O): -0.486, atom 7 (H): 0.288, atom 8 (H): 0.383

***

Entry 3:
C3H5N3O | ωB97M-V/def2-TZVPD

```
12
C3H5N3O | OMol25 | ωB97M-V/def2-TZVPD
H 1.6909 0.4542 -1.7242
N 1.7817 0.7855 -0.7750
C 0.7572 0.5096 -0.0652
N 0.6970 1.0736 1.1750
O -0.5057 0.8104 1.8227
C -1.0925 -0.1275 1.0130
C -0.4192 -0.3536 -0.1285
N -0.6950 -1.1368 -1.2481
H 1.1869 1.9684 1.1776
H -2.0070 -0.5392 1.4132
H 0.0970 -1.7001 -1.5343
H -1.4913 -1.7446 -1.1262
```

Structure (SMILES): [H]/N=c1/[nH]occ1N
HOMO: -8.09 eV
Electronic energy: -9707.362 eV
Energy relative to the best compared isomer or geometry (same formula, charge and spin): 3.222 eV
Frontier orbital gap: 8.93 eV
Lowest unoccupied orbital energy: 0.838 eV

Atomic partial charges in e from the Mulliken method, atoms 1 to 8: atom 1 (H): 0.208, atom 2 (N): -0.850, atom 3 (C): 0.336, atom 4 (N): -0.130, atom 5 (O): -0.301, atom 6 (C): -0.529, atom 7 (C): 0.616, atom 8 (N): -0.557

***

Entry 4:
C4H12 | ωB97M-V/def2-TZVPD

```
16
C4H12 | OMol25 | ωB97M-V/def2-TZVPD
C -1.8749 -0.8356 0.3606
C -1.9805 -0.5352 1.8708
H -2.1097 -0.0192 -0.2516
H -0.9475 -1.2865 0.0295
H -2.5518 -1.6116 -0.0075
H -1.7377 -1.3309 2.5438
H -2.9429 -0.1326 2.2016
H -1.1866 0.1900 2.1424
C 1.5969 0.3476 -0.5408
C 2.2183 1.0412 -1.7036
H 1.0501 -0.5680 -0.8492
H 2.2735 0.0141 0.2471
H 0.8694 0.9808 -0.0513
H 2.8401 1.8730 -1.4140
H 1.5707 1.5013 -2.4723
H 2.9125 0.3718 -2.1054
```

Structure (SMILES): CC.CC
HOMO: -11.46 eV
Electronic energy: -4342.089 eV
Energy relative to the best compared isomer or geometry (same formula, charge and spin): 0.440 eV
Frontier orbital gap: 12.63 eV
Lowest unoccupied orbital energy: 1.165 eV

Atomic partial charges in e from the Mulliken method, atoms 1 to 8: atom 1 (C): -0.811, atom 2 (C): -0.835, atom 3 (H): 0.319, atom 4 (H): 0.172, atom 5 (H): 0.340, atom 6 (H): 0.306, atom 7 (H): 0.280, atom 8 (H): 0.237

***

Entry 5:
C2H3BrO3S | ωB97M-V/def2-TZVPD

```
10
C2H3BrO3S | OMol25 | ωB97M-V/def2-TZVPD
C -0.3378 -0.2257 -0.9377
C 0.7808 -0.4504 0.0601
O 0.0620 -0.3226 1.3240
O -0.9846 0.9547 -0.4665
O -0.4417 2.0716 1.6958
S -1.0845 0.9000 1.1852
Br 1.5630 -2.2142 -0.0142
H 0.0755 -0.0202 -2.0137
H -1.1106 -1.0336 -0.8621
H 1.4777 0.3403 0.0291
```

HOMO: -10.66 eV
Electronic energy: -89141.508 eV
Energy relative to the best compared isomer or geometry (same formula, charge and spin): 0.000 eV
Frontier orbital gap: 11.11 eV
Lowest unoccupied orbital energy: 0.455 eV

Atomic partial charges in e from the Mulliken method, atoms 1 to 8: atom 1 (C): -0.401, atom 2 (C): 0.011, atom 3 (O): -0.328, atom 4 (O): -0.314, atom 5 (O): -0.453, atom 6 (S): 0.628, atom 7 (Br): -0.130, atom 8 (H): 0.284

***

Entry 6:
C43H36CoN3P2 | ωB97M-V/def2-TZVPD

```
85
C43H36CoN3P2 | OMol25 | ωB97M-V/def2-TZVPD
Co 0.1604 0.2632 0.0877
N 4.2848 -7.1015 -5.6097
C 3.8175 -6.2649 -4.9768
C 3.2280 -5.2111 -4.1755
C 2.8748 -5.4651 -2.8548
C 2.3061 -4.4596 -2.0909
C 2.1013 -3.1981 -2.6388
C 2.4603 -2.9470 -3.9597
C 3.0169 -3.9533 -4.7310
C 1.4970 -2.1155 -1.8049
C 0.1476 -2.2698 -1.4814
C -0.7100 -3.3074 -1.9224
C -1.9506 -3.0798 -1.3683
C -1.8239 -1.9009 -0.6116
N -0.5919 -1.3946 -0.6812
C 2.3515 -1.0664 -1.4367
C 3.7240 -0.9465 -1.7560
C 4.1674 0.2458 -1.2164
C 3.0554 0.8102 -0.5716
N 1.9700 0.0411 -0.6815
H 3.0436 -6.4471 -2.4348
H 2.0240 -4.6537 -1.0638
H 2.2938 -1.9663 -4.3866
H 3.2895 -3.7716 -5.7615
H -0.4239 -4.1192 -2.5721
H -2.8430 -3.6728 -1.4820
H -2.5879 -1.4068 -0.0272
H 4.3020 -1.6652 -2.3146
H 5.1595 0.6639 -1.2677
H 3.0159 1.7488 -0.0314
C -0.5876 3.2227 2.2219
C 0.4310 2.2575 2.8473
P 0.1683 0.4993 2.4346
C -1.4218 0.0460 3.1697
C -2.0170 -1.1357 2.7250
C -3.2275 -1.5552 3.2563
C -3.8568 -0.7929 4.2315
C -3.2670 0.3775 4.6870
C -2.0497 0.7932 4.1640
C 1.4413 -0.3839 3.3710
C 2.7563 -0.3260 2.9092
C 3.7725 -0.9532 3.6118
C 3.4781 -1.6571 4.7732
C 2.1694 -1.7366 5.2249
C 1.1494 -1.1007 4.5277
C -0.3775 3.5724 0.7412
P -0.8942 2.3010 -0.4666
C -0.5398 3.0401 -2.0774
C -1.4095 3.9654 -2.6521
C -1.0780 4.5739 -3.8531
C 0.1210 4.2631 -4.4830
C 0.9824 3.3306 -3.9224
C 0.6519 2.7144 -2.7229
C -2.7016 2.2072 -0.3589
C -3.4737 3.0247 0.4617
C -4.8582 2.9008 0.4702
C -5.4781 1.9743 -0.3537
C -4.7165 1.1741 -1.1971
C -3.3355 1.2877 -1.1969
H -0.5454 4.1562 2.7863
H -1.5961 2.8377 2.3759
H 0.4275 2.3460 3.9356
H 1.4491 2.5057 2.5342
H -1.5271 -1.7385 1.9685
H -3.6768 -2.4769 2.9103
H -4.8054 -1.1139 4.6415
H -3.7504 0.9667 5.4552
H -1.5981 1.6993 4.5472
H 2.9937 0.1919 1.9846
H 4.7899 -0.9000 3.2474
H 4.2706 -2.1498 5.3217
H 1.9370 -2.2923 6.1239
H 0.1316 -1.1678 4.8922
H 0.6798 3.7673 0.5384
H -0.9017 4.4970 0.4885
H -2.3539 4.2023 -2.1747
H -1.7576 5.2889 -4.2978
H 0.3795 4.7441 -5.4176
H 1.9086 3.0741 -4.4196
H 1.3181 1.9661 -2.3031
H -3.0124 3.7696 1.0972
H -5.4498 3.5358 1.1165
H -6.5562 1.8816 -0.3472
H -5.1981 0.4654 -1.8580
H -2.7484 0.6703 -1.8677
```

Expectation value of S²: 3.76
HOMO (spin up / spin down): -10.38 / -10.37 eV
Net charge: +1
Electronic energy: -105846.469 eV
Spin multiplicity: 4
Frontier orbital gap (spin up / spin down): 6.96 / 6.75 eV
Lowest unoccupied orbital energy (spin up / spin down): -3.419 / -3.616 eV

Atomic partial charges in e from the Mulliken method, atoms 1 to 8: atom 1 (Co): 0.803, atom 2 (N): -0.488, atom 3 (C): -0.166, atom 4 (C): 0.553, atom 5 (C): -0.843, atom 6 (C): -0.033, atom 7 (C): 0.121, atom 8 (C): 0.016